Entry 1:
A gas-phase ion, C3H5O3 (charge -1) in a non-equilibrium geometry. Source: the Open Molecules 2025 dataset; level of theory: wB97M-V/def2-TZVPD.

Properties
ΔE to the lowest compared entry with this formula, charge and spin ... 0.130 eV
Gap between HOMO and LUMO ... 0.291 Eh
Structure (SMILES) ... O=C([O-])CCO
Calculated total energy ... -343.08333 Eh
HOMO energy ... -3.98 eV

ORCA input file:
```
! RIJCOSX wB97M-V def2-TZVPD def2/J DEFGRID3
* xyz -1 1
O -2.630 -0.183 0.673
C -1.606 0.290 0.138
O -1.536 1.230 -0.695
C -0.255 -0.411 0.522
C 0.833 -0.168 -0.520
O 2.128 0.212 0.017
H -0.506 -1.478 0.490
H -0.003 -0.191 1.537
H 0.994 -1.071 -1.107
H 0.514 0.609 -1.218
H 2.066 1.161 0.163
*
```

***

Entry 2:
2 unconnected molecules or ions with the total composition C3H5O3 in a non-equilibrium geometry. Source: the Open Molecules 2025 dataset; level of theory: wB97M-V/def2-TZVPD.

Properties
ΔE to the lowest compared entry with this formula, charge and spin ... 1.960 eV
Gap between HOMO and LUMO ... 0.243 Eh
Calculated total energy ... -343.01606 Eh
HOMO energy ... -2.31 eV

ORCA input file:
```
! RIJCOSX wB97M-V def2-TZVPD def2/J DEFGRID3
* xyz -1 1
C -1.795 -0.191 -0.057
C 1.148 -0.630 -0.239
C 0.300 0.351 0.562
O -2.181 -1.294 0.186
O -2.233 0.839 -0.504
O 0.447 1.694 0.311
H 0.607 -1.673 -0.205
H 1.345 -0.214 -1.340
H 2.275 -0.899 0.164
H 0.263 0.092 1.604
H -0.176 1.924 -0.483
*
```

***

Entry 3:
A molecular structure, C3H5O3 in a non-equilibrium geometry. Source: the Open Molecules 2025 dataset; level of theory: wB97M-V/def2-TZVPD.

Properties
ΔE to the lowest compared entry with this formula, charge and spin ... 0.454 eV
Gap between HOMO and LUMO ... 0.309 Eh
Calculated total energy ... -343.07141 Eh
HOMO energy ... -4.08 eV

ORCA input file:
```
! RIJCOSX wB97M-V def2-TZVPD def2/J DEFGRID3
* xyz -1 1
C -1.864 -0.630 -0.665
C -0.950 0.075 -1.375
O 0.325 0.142 -1.139
H -2.814 -0.961 -1.073
H -1.510 -1.152 0.225
H -1.365 0.712 -2.168
H 0.749 -0.102 -0.051
O 1.485 -0.483 0.865
C 1.863 0.492 1.593
O 2.513 0.432 2.627
H 1.569 1.475 1.162
*
```

***

Entry 4:
A gas-phase ion, C3H5O3 (charge +1) in a non-equilibrium geometry. Source: the Open Molecules 2025 dataset; level of theory: wB97M-V/def2-TZVPD.

Properties
ΔE to the lowest compared entry with this formula, charge and spin ... 7.407 eV
Gap between HOMO and LUMO (spin up / spin down) ... 0.322 / 0.294 Eh
Calculated total energy ... -342.43518 Eh
HOMO energy (spin up / spin down) ... -15.64 / -15.67 eV

ORCA input file:
```
! RIJCOSX wB97M-V def2-TZVPD def2/J DEFGRID3
* xyz 1 1
C 2.123 0.835 0.012
C 0.963 0.618 0.777
C -0.732 -0.945 -0.178
O 2.739 -0.094 -0.474
O 1.499 -1.452 0.225
O 0.524 -0.656 0.516
H 2.322 1.886 -0.250
H 0.280 1.334 1.201
H -1.222 -0.031 -0.513
H -0.500 -1.601 -1.021
H -1.377 -1.492 0.516
*
```

***

Entry 5:
A gas-phase ion, C3H5O3 (charge +1) in a non-equilibrium geometry. Source: the Open Molecules 2025 dataset; level of theory: wB97M-V/def2-TZVPD.

Properties
ΔE to the lowest compared entry with this formula, charge and spin ... 4.369 eV
Gap between HOMO and LUMO ... 0.355 Eh
Calculated total energy ... -342.54682 Eh
HOMO energy ... -16.16 eV

ORCA input file:
```
! RIJCOSX wB97M-V def2-TZVPD def2/J DEFGRID3
* xyz 1 1
C -1.350 0.652 0.825
C -0.220 -0.078 0.178
C 0.675 -0.125 -0.955
O 0.050 -0.692 1.258
O 2.028 -0.334 -0.395
O -0.988 -0.031 1.969
H -1.582 1.709 0.889
H -2.358 0.191 0.377
H 0.822 0.741 -1.621
H 0.460 -1.016 -1.610
H 2.462 -1.018 -0.916
*
```

***

Entry 6:
C3H5O3P in the gas phase in a non-equilibrium geometry. Source: the Open Molecules 2025 dataset; level of theory: wB97M-V/def2-TZVPD.

Properties
ΔE to the lowest compared entry with this formula, charge and spin ... 2.081 eV
Gap between HOMO and LUMO ... 0.372 Eh
Structure (SMILES) ... C=CP(O)C(=O)O
Calculated total energy ... -684.34950 Eh
HOMO energy ... -9.63 eV

ORCA input file:
```
! RIJCOSX wB97M-V def2-TZVPD def2/J DEFGRID3
* xyz 0 1
C 1.771 -0.134 0.230
C 0.811 -0.345 -0.655
P -0.413 0.980 -1.316
O -0.133 2.172 -0.232
C -1.361 -0.081 0.013
O -1.356 0.147 1.180
O -1.895 -1.203 -0.444
H 2.369 -1.025 0.545
H 2.124 0.851 0.661
H 0.856 -1.408 -0.922
H -0.606 1.959 0.692
H -2.166 -1.914 0.247
*
```

***

Entry 7:
A molecular structure, C3H5O3S2 in a non-equilibrium geometry. Source: the Open Molecules 2025 dataset; level of theory: wB97M-V/def2-TZVPD.

Properties
ΔE to the lowest compared entry with this formula, charge and spin ... 3.022 eV
Gap between HOMO and LUMO ... 0.251 Eh
Calculated total energy ... -1139.37458 Eh
HOMO energy ... -3.19 eV

ORCA input file:
```
! RIJCOSX wB97M-V def2-TZVPD def2/J DEFGRID3
* xyz -1 1
C 2.716 0.830 -0.671
C -0.306 0.474 -0.080
C 0.303 -0.856 0.355
O 3.954 -1.288 0.849
O 2.495 -1.922 -1.036
O 1.563 -0.694 0.943
S 3.863 1.747 0.005
S 2.894 -0.906 -0.064
H -1.318 0.321 -0.455
H -0.333 1.160 0.764
H 0.317 0.914 -0.859
H 0.416 -1.523 -0.509
H -0.336 -1.340 1.105
*
```

***

Entry 8:
C3H5P3 in the gas phase in a non-equilibrium geometry. Source: the Open Molecules 2025 dataset; level of theory: wB97M-V/def2-TZVPD.

Properties
Expectation value of S² ... 2.03
ΔE to the lowest compared entry with this formula, charge and spin ... 0.504 eV
Gap between HOMO and LUMO (spin up / spin down) ... 0.237 / 0.210 Eh
Calculated total energy ... -1141.21348 Eh
HOMO energy (spin up / spin down) ... -6.27 / -8.66 eV

ORCA input file:
```
! RIJCOSX wB97M-V def2-TZVPD def2/J DEFGRID3
* xyz 0 3
C -0.868 1.329 0.234
C -0.951 -1.393 0.084
C 1.656 -0.041 -0.201
P -2.502 1.091 -0.269
P -2.536 -1.111 -0.295
P 0.095 -0.075 0.773
H -0.238 2.315 0.548
H -0.482 -2.293 0.313
H 2.160 -0.968 -0.333
H 2.291 0.697 0.299
H 1.375 0.450 -1.151
*
```

***

Entry 9:
C3H5P3 in the gas phase in a non-equilibrium geometry. Source: the Open Molecules 2025 dataset; level of theory: wB97M-V/def2-TZVPD.

Properties
Expectation value of S² ... 2.11
ΔE to the lowest compared entry with this formula, charge and spin ... 2.444 eV
Gap between HOMO and LUMO (spin up / spin down) ... 0.268 / 0.220 Eh
Calculated total energy ... -1141.14217 Eh
HOMO energy (spin up / spin down) ... -7.99 / -8.37 eV

ORCA input file:
```
! RIJCOSX wB97M-V def2-TZVPD def2/J DEFGRID3
* xyz 0 3
C 0.417 -1.685 1.085
C -1.901 0.332 1.149
C 0.352 0.686 -0.636
P -0.195 -3.027 2.010
P -1.836 -2.510 3.100
P -0.563 -0.325 0.568
H 1.184 -2.114 0.465
H -2.680 -0.406 1.489
H -0.007 1.710 -0.588
H 0.285 0.182 -1.655
H 1.425 0.655 -0.310
*
```

***

Entry 10:
C3H5PS in the gas phase in a non-equilibrium geometry. Source: the Open Molecules 2025 dataset; level of theory: wB97M-V/def2-TZVPD.

Properties
ΔE to the lowest compared entry with this formula, charge and spin ... 2.007 eV
Gap between HOMO and LUMO (spin up / spin down) ... 0.241 / 0.241 Eh
Calculated total energy ... -856.74266 Eh
HOMO energy (spin up / spin down) ... -7.62 / -7.63 eV

ORCA input file:
```
! RIJCOSX wB97M-V def2-TZVPD def2/J DEFGRID3
* xyz 0 1
C -0.083 1.052 -0.205
C 0.596 0.013 0.480
C 0.779 -1.157 -0.088
P -2.609 -0.832 0.050
S -1.995 1.061 0.028
H 0.089 1.946 0.360
H 0.029 1.011 -1.282
H 1.081 0.316 1.415
H 0.542 -1.593 -1.112
H 1.570 -1.816 0.354
*
```

***

Entry 11:
C3H5PS in the gas phase in a non-equilibrium geometry. Source: the Open Molecules 2025 dataset; level of theory: wB97M-V/def2-TZVPD.

Properties
Expectation value of S² ... 2.01
ΔE to the lowest compared entry with this formula, charge and spin ... 1.929 eV
Gap between HOMO and LUMO (spin up / spin down) ... 0.275 / 0.247 Eh
Calculated total energy ... -856.65225 Eh
HOMO energy (spin up / spin down) ... -6.65 / -9.13 eV

ORCA input file:
```
! RIJCOSX wB97M-V def2-TZVPD def2/J DEFGRID3
* xyz 0 3
C -1.318 0.343 1.132
C -0.624 -0.474 0.159
C 0.394 0.149 -0.743
P -2.448 0.010 -0.017
S 2.005 0.572 0.081
H -1.069 1.007 2.051
H -0.446 -1.540 0.203
H 0.137 1.154 -1.296
H 0.751 -0.613 -1.456
H 2.619 -0.608 -0.113
*
```

***

Entry 12:
C3H6 in the gas phase in a non-equilibrium geometry. Source: the Open Molecules 2025 dataset; level of theory: wB97M-V/def2-TZVPD.

Properties
ΔE to the lowest compared entry with this formula, charge and spin ... 0.416 eV
Gap between HOMO and LUMO ... 0.399 Eh
Structure (SMILES) ... C=CC
Calculated total energy ... -117.85667 Eh
HOMO energy ... -9.53 eV

ORCA input file:
```
! RIJCOSX wB97M-V def2-TZVPD def2/J DEFGRID3
* xyz 0 1
C -0.049 -0.811 -1.051
C -0.211 -0.398 0.230
C 0.196 1.004 0.753
H 0.290 0.010 -1.642
H -0.464 -1.736 -1.443
H -0.430 -1.136 1.019
H 1.183 1.255 0.449
H -0.422 1.757 0.246
H 0.233 1.082 1.777
*
```

***

Entry 13:
A molecular structure, C3H61O29V in a non-equilibrium geometry. Source: the Open Molecules 2025 dataset; level of theory: wB97M-V/def2-TZVPD.

Properties
Expectation value of S² ... 2.02
Gap between HOMO and LUMO (spin up / spin down) ... 0.235 / 0.240 Eh
Calculated total energy ... -3276.80412 Eh
HOMO energy (spin up / spin down) ... -8.00 / -8.15 eV

ORCA input file:
```
! RIJCOSX wB97M-V def2-TZVPD def2/J DEFGRID3
* xyz 0 3
V -1.630 -14.525 -11.740
C -2.092 -17.561 -10.238
O -2.400 -16.424 -10.974
H -2.961 -17.885 -9.665
H -1.815 -18.381 -10.900
H -1.398 -17.369 -9.419
C -3.191 -14.385 -14.885
O -2.616 -14.805 -13.658
H -3.325 -15.292 -15.473
H -4.173 -13.915 -14.842
H -2.585 -13.656 -15.424
C -0.280 -13.999 -8.535
O -0.582 -13.954 -9.952
H 0.588 -13.459 -8.157
H -1.082 -13.850 -7.812
H -0.078 -15.010 -8.181
O -4.087 -17.432 -13.063
H -3.445 -16.858 -13.482
H -3.627 -17.792 -12.304
O -5.793 -17.754 -17.911
H -6.336 -17.837 -17.127
H -6.420 -17.666 -18.629
O -1.118 -14.764 -19.101
H -1.519 -15.282 -18.404
H -0.916 -13.923 -18.689
O -3.140 -13.297 -11.128
H -3.501 -12.536 -11.583
H -3.536 -13.265 -10.257
O -6.090 -16.635 -11.279
H -5.351 -16.499 -10.686
H -5.706 -16.591 -12.155
O -2.405 -10.410 -17.048
H -2.020 -9.934 -16.313
H -2.197 -9.876 -17.815
O 0.132 -15.295 -12.778
H 1.070 -15.264 -12.587
H 0.045 -15.979 -13.442
O -6.324 -14.878 -18.381
H -5.605 -15.399 -18.024
H -6.437 -14.164 -17.753
O -3.095 -17.573 -17.505
H -3.738 -17.991 -18.077
H -3.617 -17.053 -16.895
O -7.921 -13.935 -14.189
H -7.047 -14.319 -14.120
H -7.767 -12.991 -14.212
O -4.515 -19.760 -14.857
H -4.722 -18.996 -14.319
H -4.413 -20.475 -14.229
O -1.955 -18.850 -15.349
H -2.877 -19.074 -15.218
H -1.933 -18.417 -16.203
O -0.948 -12.642 -12.687
H -0.367 -12.781 -13.435
H -0.991 -11.691 -12.589
O -6.752 -11.681 -10.577
H -6.593 -11.352 -9.692
H -6.016 -11.350 -11.092
O -8.829 -16.528 -14.503
H -9.204 -16.589 -13.624
H -8.663 -15.594 -14.629
O -6.297 -12.932 -16.646
H -5.648 -12.251 -16.468
H -6.924 -12.859 -15.927
O 0.194 -17.474 -14.323
H 0.511 -18.338 -14.060
H -0.645 -17.647 -14.751
O 2.141 -16.036 -15.611
H 1.408 -16.325 -15.066
H 2.566 -16.847 -15.890
O -5.066 -10.547 -16.240
H -4.218 -10.496 -16.681
H -5.552 -9.790 -16.567
O -4.393 -11.423 -12.681
H -3.859 -11.012 -13.361
H -5.115 -10.811 -12.540
O 1.851 -14.941 -18.304
H 1.880 -13.987 -18.369
H 1.483 -15.111 -17.437
O 0.757 -12.683 -15.058
H 0.267 -12.809 -15.870
H 1.492 -12.122 -15.306
O -5.956 -11.796 -19.649
H -6.757 -11.420 -19.284
H -5.595 -12.327 -18.938
O -1.705 -10.112 -12.317
H -2.275 -10.319 -11.576
H -1.862 -9.184 -12.489
O -0.537 -12.402 -17.643
H -1.184 -11.773 -17.322
H 0.112 -11.867 -18.100
O -7.268 -11.249 -14.625
H -6.502 -10.975 -15.130
H -7.208 -10.752 -13.809
*
```

***

Entry 14:
A molecular structure, C3H66INO34. Source: the Open Molecules 2025 dataset; level of theory: wB97M-V/def2-TZVPD.

Properties
Gap between HOMO and LUMO ... 0.301 Eh
Calculated total energy ... -3064.46546 Eh
HOMO energy ... -10.47 eV

ORCA input file:
```
! RIJCOSX wB97M-V def2-TZVPD def2/J DEFGRID3
* xyz 0 1
N 3.205 -1.952 -1.432
C 2.919 -0.732 -1.329
C 2.138 0.057 -2.318
O 0.940 0.621 -1.744
C 0.140 -0.159 -1.032
O 0.312 -0.418 0.127
O -0.987 -0.493 -1.691
I -0.888 -2.266 -2.668
H 2.820 -2.323 -2.303
H 3.279 -0.205 -0.457
H 2.724 0.919 -2.607
H 1.956 -0.509 -3.223
O -0.155 -3.802 -5.457
H -0.729 -4.493 -5.108
H -0.506 -3.649 -6.341
O 2.174 -2.579 1.745
H 1.666 -1.788 1.954
H 2.501 -2.456 0.841
O -0.567 0.843 2.797
H -1.515 0.993 2.928
H -0.493 0.557 1.880
O 2.879 1.225 1.355
H 2.941 1.069 2.310
H 2.126 0.687 1.084
O 2.423 0.883 -5.091
H 1.624 1.409 -4.945
H 2.727 1.097 -5.983
O 1.494 -0.594 4.125
H 1.358 -1.416 4.610
H 0.641 -0.416 3.697
O 3.366 1.696 4.233
H 2.826 1.266 4.905
H 4.170 1.959 4.695
O -3.721 0.711 3.425
H -3.776 -0.093 3.965
H -4.592 0.792 3.027
O 4.414 1.377 -7.449
H 4.512 1.421 -8.407
H 5.311 1.251 -7.124
O -3.995 -0.417 -1.059
H -3.048 -0.573 -1.164
H -4.023 0.265 -0.375
O -2.309 1.926 -0.226
H -1.977 1.088 -0.574
H -1.741 2.148 0.522
O 4.449 -1.161 -4.092
H 5.092 -0.862 -3.442
H 3.895 -0.387 -4.278
O -4.382 -1.863 4.517
H -4.953 -2.136 5.242
H -4.736 -2.317 3.735
O 0.229 2.920 -4.106
H 0.127 3.829 -4.408
H 0.556 3.032 -3.205
O 5.251 3.692 -9.010
H 5.794 4.300 -9.521
H 5.139 4.109 -8.150
O 1.413 -1.675 7.092
H 1.632 -0.785 6.794
H 1.801 -1.735 7.973
O -6.378 2.201 -1.040
H -6.365 2.295 -1.998
H -5.607 1.664 -0.843
O -3.170 0.804 -3.697
H -3.729 0.521 -2.956
H -2.281 0.827 -3.322
O -0.146 -4.021 0.281
H 0.217 -3.166 0.541
H 0.374 -4.642 0.801
O 4.429 4.127 2.630
H 4.018 3.320 2.960
H 4.208 4.127 1.694
O -0.238 -1.271 9.379
H -1.177 -1.063 9.424
H -0.104 -1.524 8.457
O 5.831 -3.956 -5.266
H 6.762 -3.720 -5.236
H 5.396 -3.291 -4.718
O -3.619 -1.620 -5.364
H -3.134 -1.290 -6.126
H -3.620 -0.869 -4.751
O -5.620 -3.698 2.601
H -6.097 -4.390 3.071
H -6.014 -3.657 1.724
O -6.373 -3.568 -5.797
H -5.546 -3.082 -5.912
H -6.409 -3.743 -4.852
O 4.184 3.900 6.220
H 4.618 4.307 5.459
H 3.833 4.648 6.716
O -3.855 -4.951 4.691
H -3.462 -4.641 3.868
H -3.948 -4.149 5.213
O 1.020 4.042 5.166
H 1.196 4.027 4.220
H 1.892 3.936 5.564
O -2.830 -2.748 8.559
H -2.705 -3.262 9.364
H -2.554 -3.339 7.852
O 0.201 5.138 -2.257
H 0.836 5.452 -1.606
H -0.431 5.858 -2.355
O -2.697 3.843 -2.479
H -2.470 3.391 -1.657
H -2.189 3.373 -3.150
*
```